Entry 1:
Molecular formula: C5H9NO
Method: DFT, ωB97M-V/def2-TZVPD

The geometry in XYZ format:
```
16
Properties=species:S:1:pos:R:3:forces:R:3
C 0.850073 -1.423276 -0.378575 0.2 -0.1 0.4
C 0.527563 -0.470536 0.784251 0.0 0.2 0.0
C -0.882917 -0.751875 1.290693 -0.4 -0.4 0.2
O -1.415204 -1.595662 1.954670 0.3 0.1 -0.3
N -1.440920 0.378308 0.653859 0.0 -0.1 0.1
C -0.089808 0.890110 0.324857 0.1 0.4 -0.1
C 0.039139 1.479856 -1.065605 0.1 -0.1 -0.1
H 0.523116 -2.439812 -0.139016 0.1 0.1 0.0
H 1.925006 -1.458239 -0.566460 -0.1 0.1 -0.1
H 0.333672 -1.091515 -1.280054 0.1 -0.2 0.0
H 1.292374 -0.422006 1.567255 0.0 -0.1 -0.3
H -2.014305 0.124111 -0.137969 -0.5 0.3 0.0
H 0.152954 1.675215 1.044071 0.0 0.0 0.0
H -0.318571 0.802073 -1.848571 0.0 0.1 0.1
H 1.073278 1.748834 -1.291299 0.0 -0.1 0.0
H -0.549627 2.405164 -1.114211 0.1 -0.2 0.0
```
Forces are in eV/Å.

* relative energy (zero: lowest compared OMol25 entry of this formula, charge and spin): 1.222 eV
* LUMO level: 0.89 eV
* gap between HOMO and LUMO: 10.46 eV
* E_HOMO: -0.3517 hartree
* multiplicity: 1
* SMILES string: C[C@@H]1C(=O)N[C@@H]1C

How is the electron density shared among the atoms? According to Löwdin, the charges in e are: number 1, C, carries -0.039; number 2, C, carries -0.199; number 3, C, carries -0.461; number 4, O, carries 0.108; number 5, N, carries 0.111; number 6, C, carries -0.332; number 7, C, carries -0.060; number 8, H, carries 0.085; number 9, H, carries 0.080; number 10, H, carries 0.067; number 11, H, carries 0.141; number 12, H, carries 0.129; number 13, H, carries 0.133; number 14, H, carries 0.070; number 15, H, carries 0.083; number 16, H, carries 0.083



Entry 2:
Molecular formula: C23H21N9RuS2
Method: DFT, ωB97M-V/def2-TZVPD

The geometry in XYZ format:
```
56
Properties=species:S:1:pos:R:3:forces:R:3
Ru -0.249526 -0.368708 0.503689 -0.6 -0.7 -1.8
C 3.570691 1.762563 1.240525 0.0 -0.1 0.0
C 2.368775 1.283582 0.461685 0.1 -0.1 -0.2
N 1.658242 0.279977 0.956611 -0.2 0.6 0.4
N 2.276705 -0.300743 2.056080 0.0 -0.2 -0.1
C 1.513485 -0.944023 2.879016 0.1 0.1 0.1
N 2.117027 -1.568504 3.930835 0.0 -0.1 0.0
S -0.213269 -1.074760 2.754239 -0.1 0.2 -0.1
C 2.046251 1.939736 -0.754065 0.1 0.1 0.2
C 2.931003 2.919077 -1.298654 0.0 0.0 0.0
C 2.577689 3.748276 -2.311256 0.0 0.0 0.0
C 1.266185 3.642438 -2.861610 0.0 0.0 0.0
C 0.485827 2.626032 -2.454536 0.0 0.0 -0.1
N 0.863821 1.726233 -1.473067 -0.1 0.0 0.3
H 3.327858 1.731686 2.299086 0.0 0.0 0.0
H 3.843465 2.778664 0.980398 0.0 0.0 0.0
H 4.434604 1.109384 1.104717 0.0 0.0 0.0
H 3.068938 -1.314150 4.133692 0.0 0.0 0.0
H 1.541926 -1.878886 4.692514 0.0 0.0 0.0
H 3.926293 2.984016 -0.890748 0.0 0.0 0.0
H 3.282282 4.468179 -2.702189 0.0 0.0 0.0
H 0.910733 4.313842 -3.628348 0.0 0.0 0.0
H -0.474982 2.430871 -2.907935 0.0 0.0 0.0
S -1.934924 -0.469537 -2.767162 -0.1 -0.2 0.0
C -0.358944 -1.099260 -3.140890 0.0 0.0 0.1
C 0.612694 -0.538723 -2.401881 -0.1 0.0 -0.1
C 0.125943 0.476867 -1.472469 0.7 0.6 -1.0
C -1.286473 0.565926 -1.577121 0.5 -0.7 1.2
C -2.069782 1.378322 -0.644499 0.0 0.3 -0.2
C -3.300138 1.963657 -0.893791 0.1 0.1 0.0
C -3.939198 2.612337 0.153479 0.0 0.0 0.1
C -3.333152 2.651955 1.401783 0.0 0.0 -0.1
C -2.106246 2.030117 1.569579 0.2 0.2 0.0
N -1.488245 1.409068 0.567644 -0.2 -0.7 0.5
H -0.267972 -1.860911 -3.898741 0.0 0.0 0.0
H 1.663132 -0.775437 -2.495563 0.0 0.0 0.0
H -3.736291 1.914355 -1.882735 0.0 0.0 0.0
H -4.902068 3.079911 -0.002778 0.0 0.0 0.0
H -3.804451 3.144547 2.239608 0.0 0.0 0.0
H -1.596542 2.015299 2.524275 0.0 -0.1 0.0
N -2.734456 -3.686676 0.401610 -0.1 0.1 0.0
C -3.829793 -2.850344 0.411117 0.0 0.0 0.0
C -3.341519 -1.587973 0.286185 0.1 0.0 -0.1
N -1.970610 -1.640704 0.189377 -0.1 0.3 0.8
C -1.637031 -2.913534 0.280978 0.1 0.0 -0.1
C -0.231299 -3.250659 0.278516 -0.1 -0.1 -0.2
N 0.649288 -2.284643 0.098842 -0.3 0.3 0.8
C 1.887718 -2.853455 0.261786 0.0 0.1 -0.3
C 1.742380 -4.183218 0.501957 -0.1 0.0 0.0
N 0.384682 -4.425128 0.508368 0.1 0.0 0.0
H -2.765747 -4.688062 0.483829 0.0 0.0 0.0
H -4.832629 -3.225231 0.505061 0.0 0.0 0.0
H -3.879353 -0.656762 0.245584 0.0 0.0 0.0
H 2.790771 -2.274549 0.181842 0.0 0.0 0.1
H 2.463809 -4.961393 0.670942 0.0 0.0 0.0
H -0.047596 -5.310920 0.704580 0.0 0.0 0.0
```
Forces are in eV/Å.

* relative energy (zero: lowest compared OMol25 entry of this formula, charge and spin): 0.757 eV
* ⟨S²⟩: 0.785
* LUMO level (spin up / spin down): -2.96 / -2.99 eV
* net charge: +1
* gap between HOMO and LUMO (spin up / spin down): 5.23 / 6.74 eV
* E_HOMO (spin up / spin down): -0.3009 / -0.3576 hartree
* multiplicity: 2

How is the electron density shared among the atoms? According to Löwdin, the charges in e are: number 1, Ru, carries 0.934; number 2, C, carries -0.036; number 3, C, carries -0.256; number 4, N, carries -0.121; number 5, N, carries -0.033; number 6, C, carries -0.868; number 7, N, carries 0.071; number 8, S, carries 0.625; number 9, C, carries -0.132; number 10, C, carries -0.024; number 11, C, carries -0.057; number 12, C, carries -0.055; number 13, C, carries -0.045; number 14, N, carries 0.023; number 15, H, carries 0.077; number 16, H, carries 0.066; number 17, H, carries 0.093; number 18, H, carries 0.098; number 19, H, carries 0.075; number 20, H, carries 0.105; number 21, H, carries 0.110; number 22, H, carries 0.109; number 23, H, carries 0.130; number 24, S, carries 1.068; number 25, C, carries -0.353; number 26, C, carries -0.114; number 27, C, carries -0.408; number 28, C, carries -0.508; number 29, C, carries -0.311; number 30, C, carries -0.013; number 31, C, carries -0.036; number 32, C, carries -0.032; number 33, C, carries -0.088; number 34, N, carries 0.011; number 35, H, carries 0.077; number 36, H, carries 0.128; number 37, H, carries 0.120; number 38, H, carries 0.119; number 39, H, carries 0.115; number 40, H, carries 0.117; number 41, N, carries 0.137; number 42, C, carries -0.044; number 43, C, carries -0.091; number 44, N, carries -0.028; number 45, C, carries -0.272; number 46, C, carries -0.286; number 47, N, carries -0.005; number 48, C, carries -0.095; number 49, C, carries -0.041; number 50, N, carries 0.136; number 51, H, carries 0.167; number 52, H, carries 0.124; number 53, H, carries 0.111; number 54, H, carries 0.116; number 55, H, carries 0.123; number 56, H, carries 0.165



Entry 3:
Molecular formula: C2H3FOSn
Method: DFT, ωB97M-V/def2-TZVPD

The geometry in XYZ format:
```
8
Properties=species:S:1:pos:R:3:forces:R:3
H -0.760297 -0.779680 -1.312411 -0.4 0.1 0.4
C -0.857754 -0.377777 -0.278822 -1.1 -1.3 0.2
C 0.041386 -1.162381 0.613144 -0.5 -1.5 -1.8
O 1.144152 -0.701232 0.890212 -0.1 -2.9 1.2
H -1.881483 -0.346302 0.117879 0.0 0.0 -0.4
F -0.364334 0.948989 -0.297884 -2.0 0.2 -1.3
H -0.196475 -2.221849 0.791454 0.0 0.2 0.4
Sn 1.347137 1.212887 0.666715 4.2 5.3 1.3
```
Forces are in eV/Å.

* relative energy (zero: lowest compared OMol25 entry of this formula, charge and spin): 0.000 eV
* LUMO level: -11.69 eV
* net charge: +2
* gap between HOMO and LUMO: 10.37 eV
* E_HOMO: -0.8109 hartree
* multiplicity: 1

How is the electron density shared among the atoms? According to Löwdin, the charges in e are: number 1, H, carries 0.203; number 2, C, carries -0.006; number 3, C, carries -0.036; number 4, O, carries -0.135; number 5, H, carries 0.189; number 6, F, carries -0.179; number 7, H, carries 0.204; number 8, Sn, carries 1.759